(P)
ORCA calculation (ωB97M-V/def2-TZVPD) on a structure of composition CH3NO2P.

ORCA input file:
```
! RIJCOSX wB97M-V def2-TZVPD def2/J DEFGRID3
* xyz -1 1
C -0.4754 0.5492 -0.2216
N -1.3189 1.1369 0.4706
O 1.8386 -0.2275 -1.2894
O 1.0443 -0.8367 1.1279
P 1.4460 0.4659 -0.0090
H -0.6671 -0.6399 -0.9902
H -2.3526 0.9132 0.3595
H 0.4852 -1.3610 0.5522
*
```

natural (NBO) population analysis, charges in e, atoms 1 to 6: -0.115 -0.711 -1.187 -1.023 1.250 0.011

(Q)
ORCA calculation (ωB97M-V/def2-TZVPD) on a cluster of 2 separate species, CH3NO2P in total.

ORCA input file:
```
! RIJCOSX wB97M-V def2-TZVPD def2/J DEFGRID3
* xyz -1 1
C -2.3303 0.6733 0.5376
N 0.9189 0.5574 0.4317
O -1.9448 1.0514 -0.4646
O -0.6906 -1.4999 0.2943
P -0.0607 -0.5350 -0.6704
H 1.3561 -0.2991 0.9602
H 1.4785 1.3183 -0.0286
H 1.2729 -1.2664 -1.0603
*
```

natural (NBO) population analysis, charges in e, atoms 1 to 6: 0.491 -1.259 -0.537 -1.216 1.057 0.375

Least stable = (Q)

(P)
ORCA calculation (ωB97M-V/def2-TZVPD) on a cluster of 7 separate species, C8H30O11 in total.

ORCA input file:
```
! RIJCOSX wB97M-V def2-TZVPD def2/J DEFGRID3
* xyz 0 1
O 5.6754 6.1310 7.6333
C 5.1043 7.4503 7.7370
C 6.2915 8.3965 8.0965
O 7.1571 8.6157 6.9966
H 6.0399 6.0502 6.7489
H 4.6894 7.7116 6.7635
H 4.3802 7.4676 8.5515
H 6.8693 7.9326 8.8959
H 5.8478 9.3671 8.3182
H 7.4752 7.7388 6.7697
O 8.3336 9.2833 10.2506
C 8.9851 10.5209 10.3160
C 8.4107 11.5611 11.4055
O 9.2385 12.7481 11.4775
H 8.8642 8.7748 9.6329
H 10.0445 10.4047 10.5446
H 8.9754 10.8614 9.2806
H 8.3601 11.0999 12.3918
H 7.4289 11.8547 11.0340
H 8.9248 13.3212 10.7741
O 12.9474 13.3507 5.3510
C 11.9902 12.6240 6.0961
C 12.1901 12.6994 7.6467
O 13.1405 11.7749 8.0883
H 13.1357 12.8348 4.5636
H 11.0263 13.0462 5.8119
H 12.0564 11.5940 5.7457
H 11.2780 12.3421 8.1246
H 12.5012 13.7103 7.9103
H 12.9753 11.4662 8.9822
O 10.7393 8.1963 9.1102
C 11.1132 6.9569 8.4047
C 10.3369 5.8188 8.9893
O 10.6720 5.5117 10.3155
H 11.1608 8.2763 9.9690
H 10.8688 7.1269 7.3562
H 12.1851 6.7630 8.4459
H 10.6333 4.9350 8.4243
H 9.2683 5.9777 8.8448
H 10.8585 4.5701 10.3307
O 7.9839 12.1581 6.9918
H 7.2165 11.7804 6.5622
H 8.6366 11.4581 6.9761
O 8.8120 8.9620 4.5276
H 7.9515 8.5611 4.6502
H 9.3438 8.2722 4.1306
O 9.9511 10.1468 7.1423
H 10.0318 9.4339 7.7759
H 9.5849 9.7330 6.3607
*
```

natural (NBO) population analysis, charges in e, atoms 1 to 6: -0.727 -0.097 -0.085 -0.729 0.454 0.170

(Q)
ORCA calculation (ωB97M-V/def2-TZVPD) on a cluster of 7 separate species, C8H30O11 in total.

ORCA input file:
```
! RIJCOSX wB97M-V def2-TZVPD def2/J DEFGRID3
* xyz 0 1
O 0.3582 2.9117 -1.8122
C 1.0371 2.0674 -2.6902
C 0.0811 1.0260 -3.2659
O -0.6913 0.3745 -2.3083
H -0.5569 3.1355 -2.1019
H 1.5759 2.6028 -3.4042
H 1.8261 1.6308 -2.0034
H 0.5639 0.3648 -3.9534
H -0.5670 1.5669 -3.9432
H -1.0199 -0.3993 -2.7078
O -1.8533 1.9376 1.1134
C -2.6141 0.9636 0.5154
C -3.8333 0.7215 1.3903
O -3.7175 -0.2250 2.3876
H -1.8894 2.6897 0.5628
H -3.0492 1.4236 -0.4096
H -2.1200 0.0400 0.2734
H -4.5728 0.3281 0.7457
H -4.3439 1.5820 1.7152
H -3.7252 -1.1519 2.0432
O 2.8567 -1.0391 0.3911
C 3.0832 -1.7939 -0.7548
C 2.1480 -1.3091 -1.8768
O 2.0968 -2.1608 -3.0007
H 2.2426 -0.2909 0.2800
H 4.1399 -1.6599 -0.9588
H 2.9490 -2.8601 -0.4489
H 2.5948 -0.3366 -2.2089
H 1.1538 -1.2405 -1.4750
H 2.5767 -1.7913 -3.7275
O -0.7581 -2.5401 0.4802
C -0.0388 -2.6645 1.7162
C -0.6794 -1.7966 2.7699
O -0.1429 -1.8854 3.9710
H -1.5624 -2.9786 0.6029
H -0.1919 -3.6908 1.9910
H 0.9869 -2.4120 1.5485
H -1.6851 -2.1169 2.9112
H -0.7158 -0.7574 2.4829
H 0.5985 -2.5048 3.9492
O 1.4401 1.1380 2.7925
H 1.2274 1.4419 1.8807
H 1.6377 0.2379 2.6633
O 1.1870 3.3762 0.7783
H 1.2021 3.0362 -0.0566
H 0.3226 3.3746 0.9775
O 0.5676 0.5998 0.1005
H -0.0890 0.4660 0.7274
H -0.0369 0.5682 -0.6530
*
```

natural (NBO) population analysis, charges in e, atoms 1 to 6: -0.736 -0.084 -0.098 -0.728 0.474 0.180

Least stable = (Q)

(P)
ORCA calculation (ωB97M-V/def2-TZVPD) on a cluster of 2 separate species, CHCl3S in total.

ORCA input file:
```
! RIJCOSX wB97M-V def2-TZVPD def2/J DEFGRID3
* xyz 0 1
C -0.3995 1.1636 0.2238
S -2.0814 1.2599 -0.4679
Cl -0.0547 1.8098 1.9033
Cl 0.5910 2.0235 -0.8468
Cl -2.7802 -0.5884 -0.1913
H 0.2415 -0.1413 0.2926
*
```

Computed natural (NBO) charges, given in elementary charges: -0.500 0.327 -0.029 0.052 -0.130 0.281

(Q)
ORCA calculation (ωB97M-V/def2-TZVPD) on a cluster of 2 separate species, CHCl3S in total.

ORCA input file:
```
! RIJCOSX wB97M-V def2-TZVPD def2/J DEFGRID3
* xyz 0 1
S 2.0407 -2.9901 0.5142
C 1.8999 -2.1483 -0.8523
Cl 0.5946 -2.2298 -1.9654
Cl 3.0578 -0.9775 -1.3227
Cl 0.6234 0.4704 0.9696
H 0.4314 0.7097 -0.3295
*
```

Computed natural (NBO) charges, given in elementary charges: 0.162 -0.325 0.082 0.081 -0.280 0.281

Least stable = (P)